12
Properties=species:S:1:pos:R:3:nbo_charge:R:1 method="wB97M-V/def2-TZVPD" e_above_lowest_kcal_mol=68.91 orbital_gap_ev=9.62 e_lumo_ev=0.086 homo_energy_ev=-9.5
C -1.52 -0.94 0.15 -0.346
C -0.05 0.79 -0.09 -0.052
C 1.27 1.20 0.16 -0.027
C -0.08 -0.53 -0.10 0.109
H -1.83 -1.57 -0.76 0.240
H -1.90 -1.33 1.06 0.248
H 1.79 2.12 0.14 0.230
H 2.88 -0.18 -0.32 0.411
N -2.23 0.37 -0.01 -0.096
N -1.32 1.26 -0.15 -0.149
N 1.93 -0.08 0.05 -0.338
N 1.06 -1.13 -0.13 -0.230

---

12
Properties=species:S:1:pos:R:3:nbo_charge:R:1 method="wB97M-V/def2-TZVPD" e_above_lowest_kcal_mol=78.18 orbital_gap_ev=9.45 e_lumo_ev=1.041 homo_energy_ev=-8.4
C 2.00 -0.64 0.22 0.150
C 0.69 1.03 0.02 -0.123
C -0.10 -0.12 -0.16 0.199
C -2.38 0.55 -0.08 0.208
N 1.97 0.69 0.23 -0.440
N -2.52 -0.44 0.63 -0.191
N -1.43 -0.31 -0.52 -0.354
N 0.78 -1.18 -0.16 -0.521
H 2.93 -1.09 0.44 0.207
H -2.87 1.52 -0.25 0.213
H 0.49 2.10 0.06 0.213
H 0.43 -2.11 -0.44 0.439

---

12
Properties=species:S:1:pos:R:3:nbo_charge:R:1 method="wB97M-V/def2-TZVPD" e_above_lowest_kcal_mol=45.12 orbital_gap_ev=9.26 e_lumo_ev=0.594 homo_energy_ev=-8.7
C 2.06 0.00 -0.04 -0.023
C 1.32 1.15 0.04 -0.298
C -0.06 0.69 -0.01 0.268
C -1.41 -1.00 0.02 0.086
H 3.15 -0.10 -0.05 0.233
H 1.70 2.15 0.22 0.251
H -1.84 -1.99 0.01 0.217
H 1.41 -1.89 0.56 0.402
N -1.29 1.20 -0.03 -0.301
N -2.13 0.10 0.01 -0.253
N -0.08 -0.65 -0.03 -0.195
N 1.24 -1.12 -0.08 -0.386

---

13
Properties=species:S:1:pos:R:3:nbo_charge:R:1 method="wB97M-V/def2-TZVPD" e_above_lowest_kcal_mol=22.58 orbital_gap_ev=8.41 e_lumo_ev=-0.965 homo_energy_ev=-9.4
C -0.80 0.02 0.20 0.340
C 1.29 -0.94 1.43 0.140
C 0.47 0.05 -0.43 0.011
C 0.70 0.70 -1.74 0.412
H -2.81 0.34 0.05 0.413
H -1.84 0.84 -1.30 0.426
H 2.12 -1.33 1.99 0.189
H 1.78 0.61 -2.05 0.139
N -1.90 0.48 -0.38 -0.766
N -0.91 -0.47 1.46 -0.253
N 0.15 -0.97 2.08 -0.175
N 1.51 -0.40 0.22 -0.352
O -0.14 1.27 -2.40 -0.523

---

15
Properties=species:S:1:pos:R:3:nbo_charge:R:1 method="wB97M-V/def2-TZVPD" e_above_lowest_kcal_mol=98.45 orbital_gap_ev=9.01 e_lumo_ev=0.037 homo_energy_ev=-9.0
C -1.04 -0.64 -1.47 0.720
C 0.71 0.76 -0.92 -0.034
C 0.79 0.30 0.31 0.028
C -0.30 -0.85 0.78 0.671
H -2.46 -1.94 -1.98 0.461
H 1.36 1.49 -1.28 0.203
H 1.76 2.14 0.45 0.362
H -2.15 -1.62 0.03 0.439
N -0.02 -0.01 -1.87 -0.502
N 1.62 1.05 1.09 -0.436
N 1.56 1.01 2.49 0.275
N -1.12 -1.24 -0.30 -0.644
O -2.26 -1.06 -2.33 -0.694
O 2.15 1.83 3.11 -0.315
O -0.61 -1.22 1.88 -0.535

---

15
Properties=species:S:1:pos:R:3:nbo_charge:R:1 method="wB97M-V/def2-TZVPD" e_above_lowest_kcal_mol=116.77 orbital_gap_ev="7.88 / 7.88" e_lumo_ev="-1.157 / -1.158" homo_energy_ev="-9.0 / -9.0"
C 1.14 -1.29 0.62 0.011
C -0.01 -0.95 -0.15 -0.161
C 0.42 0.21 -0.99 -0.058
C -0.85 1.99 0.41 0.865
N 2.11 -0.51 0.31 -0.258
N 0.13 2.17 1.12 -0.786
N 1.63 0.40 -0.62 -0.405
N -1.23 -1.49 -0.10 0.493
O -1.56 -2.38 0.65 -0.325
O -2.27 -1.02 -0.86 -0.464
O -1.84 1.57 0.00 -0.499
H 1.17 -2.20 1.33 0.241
H 0.82 2.92 0.99 0.417
H 2.16 1.12 -1.11 0.421
H -1.81 -0.55 -1.60 0.508

---

16
Properties=species:S:1:pos:R:3:lowdin_spin:R:1 method="wB97M-V/def2-TZVPD" e_above_lowest_kcal_mol=160.46 multiplicity=3 orbital_gap_ev="5.09 / 6.24" e_lumo_ev="-1.348 / -4.059" homo_energy_ev="-6.4 / -10.3"
C 0.33 -0.54 -0.13 0.512
C 0.52 0.70 0.41 0.130
C -1.67 -0.54 0.01 0.268
C 1.75 1.40 0.78 0.015
N -1.89 0.54 0.59 0.088
N -0.69 1.20 0.79 0.256
N 1.00 -1.29 -1.06 0.072
N -2.45 -1.53 -0.64 0.111
O 2.20 -1.23 -1.00 0.116
O 0.36 -1.94 -1.86 0.098
O -3.14 -1.14 -1.55 0.174
O -2.26 -2.69 -0.28 0.151
H 1.67 2.43 1.22 0.001
H 2.44 1.00 1.51 0.003
H 2.55 1.51 0.07 0.000
H -0.74 2.12 1.16 0.004

---

17
Properties=species:S:1:pos:R:3:nbo_charge:R:1 method="wB97M-V/def2-TZVPD" e_above_lowest_kcal_mol=34.46 orbital_gap_ev="6.35 / 6.95" e_lumo_ev="-3.266 / -2.782" homo_energy_ev="-9.6 / -9.7"
C -0.25 -0.88 0.08 0.469
C -2.59 -0.79 -0.64 0.739
C 2.53 -0.50 0.10 -0.323
C 1.52 0.74 0.14 -0.227
N -1.37 -1.41 -0.16 -0.517
N 0.75 -1.89 0.57 0.044
N 1.91 -1.67 0.45 0.031
N 0.19 0.33 -0.09 -0.413
N -2.31 0.53 -0.83 -0.155
N -2.29 1.48 0.07 0.587
O -3.52 -1.37 -0.96 -0.479
O -2.30 2.63 -0.35 -0.347
O -2.33 1.21 1.24 -0.383
H 3.24 -0.68 -0.74 0.269
H 3.37 -0.31 0.81 0.267
H 1.54 1.22 1.01 0.204
H 1.90 1.36 -0.70 0.236

---

10
Properties=species:S:1:pos:R:3:nbo_charge:R:1 method="wB97M-V/def2-TZVPD" e_above_lowest_kcal_mol=75.90 orbital_gap_ev="7.76 / 7.75" charge=+1 e_lumo_ev="-7.722 / -7.731" homo_energy_ev="-15.5 / -15.5"
C -0.54 -1.11 -0.17 0.252
C 0.49 1.10 -0.11 0.026
C -1.55 -0.18 0.13 0.099
C 0.78 -1.18 0.05 0.174
N -0.87 0.88 0.23 -0.225
O 1.36 0.00 0.26 -0.385
H 0.65 0.97 -1.23 0.228
H 1.02 1.86 0.45 0.272
H -2.58 -0.18 0.32 0.271
H 1.23 -2.15 0.05 0.289

---

11
Properties=species:S:1:pos:R:3:nbo_charge:R:1 method="wB97M-V/def2-TZVPD" e_above_lowest_kcal_mol=84.79 orbital_gap_ev=7.75 charge=-1 e_lumo_ev=4.224 homo_energy_ev=-3.5
C 0.61 0.17 -0.47 -0.277
C -0.38 1.09 -0.16 0.578
C 1.95 0.00 -0.23 0.294
C -0.95 -1.01 0.10 -0.284
N -1.56 0.24 -0.22 -0.687
O 2.53 -1.02 0.12 -0.684
O -0.34 2.27 0.10 -0.687
H 2.58 0.94 -0.37 0.084
H -1.42 -1.88 -0.44 0.162
H -0.67 -1.22 1.23 0.156
H -2.35 0.43 0.33 0.345

---

13
Properties=species:S:1:pos:R:3:nbo_charge:R:1 method="wB97M-V/def2-TZVPD" e_above_lowest_kcal_mol=146.37 orbital_gap_ev="7.21 / 7.24" e_lumo_ev="-0.933 / -0.923" homo_energy_ev="-8.1 / -8.2"
C -0.60 1.25 -0.05 -0.670
C -0.40 2.33 2.59 0.341
C 0.10 -0.03 -0.31 -0.448
C 1.09 -0.31 0.91 -0.035
N 1.91 0.50 1.34 0.381
O -1.42 2.66 3.07 -0.461
O 2.78 0.40 2.13 -0.374
O 1.62 1.97 0.96 -0.750
P 0.17 2.59 0.73 1.120
H -1.55 1.43 -0.25 0.211
H -0.56 -0.87 -0.27 0.231
H 0.85 0.05 -1.33 0.233
H 1.25 -1.32 1.22 0.221

---

14
Properties=species:S:1:pos:R:3:nbo_charge:R:1 method="wB97M-V/def2-TZVPD" e_above_lowest_kcal_mol=52.46 orbital_gap_ev=6.75 charge=-1 e_lumo_ev=3.244 homo_energy_ev=-3.5
C 0.46 -0.57 0.25 0.147
C 0.86 0.71 -2.50 0.321
C -0.11 0.77 0.57 -0.584
C -0.28 -0.21 -1.85 -0.207
N 0.20 -1.04 -0.86 -0.383
O 2.53 -0.97 -1.82 -1.007
O 0.63 1.16 -3.60 -0.594
O 2.58 1.14 -0.46 -1.065
S -1.22 1.21 -0.95 0.017
S 2.61 0.50 -1.81 1.458
H 0.95 -1.14 0.90 0.180
H -0.77 1.00 1.44 0.224
H 0.75 1.38 0.39 0.286
H -0.85 -0.65 -2.57 0.207

---

12
Properties=species:S:1:pos:R:3:nbo_charge:R:1 method="wB97M-V/def2-TZVPD" e_above_lowest_kcal_mol=5.45 orbital_gap_ev=6.20 charge=-1 e_lumo_ev=3.450 homo_energy_ev=-2.7
C 0.28 -1.97 0.23 -0.134
C 1.08 -0.66 0.06 -0.073
C -1.25 -0.37 0.10 0.351
C 0.13 1.71 -0.07 -0.451
N -0.02 0.26 -0.02 -0.413
O -1.04 -1.67 0.20 -0.428
S 2.64 -0.30 0.02 -0.359
S -2.72 0.33 0.02 -0.369
H 0.59 -3.04 0.06 0.196
H 0.76 1.96 0.74 0.225
H 0.52 1.80 -1.16 0.205
H -0.96 1.96 -0.19 0.249

---

13
Properties=species:S:1:pos:R:3:nbo_charge:R:1 method="wB97M-V/def2-TZVPD" orbital_gap_ev=4.64 charge=-1 e_lumo_ev=2.156 homo_energy_ev=-2.5
O 2.55 -1.22 0.30 -0.501
C 2.29 -0.10 0.14 1.081
O 2.13 1.06 0.18 -0.587
Na -0.18 1.84 -0.44 0.771
O 0.24 -0.02 -1.66 -0.911
O -0.56 -2.05 -1.94 -0.762
C -0.70 -0.87 -1.56 0.762
C -2.07 -0.44 -1.00 -0.539
C -2.06 0.48 0.24 -0.975
H -2.57 0.08 -1.84 0.180
H -2.64 -1.38 -0.85 0.180
H -1.81 -0.14 1.13 0.151
H -3.10 0.81 0.42 0.151

---

9
Properties=species:S:1:pos:R:3:nbo_charge:R:1 method="wB97M-V/def2-TZVPD" e_above_lowest_kcal_mol=58.96 orbital_gap_ev=10.74 e_lumo_ev=0.954 homo_energy_ev=-9.8
O -0.53 1.45 0.31 -0.497
C -0.93 0.55 -0.38 0.434
C -0.19 -0.80 -0.45 -0.577
C 1.13 -0.55 0.12 -0.102
C 1.49 0.34 0.87 -0.131
H -1.86 0.70 -0.94 0.134
H -0.32 -1.33 -1.40 0.240
H -0.63 -1.43 0.33 0.265
H 1.83 1.08 1.55 0.232

---

9
Properties=species:S:1:pos:R:3:nbo_charge:R:1 method="wB97M-V/def2-TZVPD" e_above_lowest_kcal_mol=166.93 orbital_gap_ev="8.38 / 8.87" e_lumo_ev="-1.366 / -0.282" homo_energy_ev="-9.8 / -9.2"
C 1.18 0.07 -0.08 0.485
C -0.90 -0.44 0.50 -0.441
C 0.02 -0.71 -0.63 -0.265
C -0.06 0.68 0.11 -0.004
O 2.38 0.10 -0.08 -0.512
H -1.97 -0.71 0.31 0.251
H -0.44 -0.87 1.48 0.202
H 0.09 -1.27 -1.62 0.272
H -0.30 3.14 0.01 0.011

---

9
Properties=species:S:1:pos:R:3:nbo_charge:R:1 method="wB97M-V/def2-TZVPD" e_above_lowest_kcal_mol=67.68 orbital_gap_ev=9.49 e_lumo_ev=0.443 homo_energy_ev=-9.1
C -1.15 -0.72 -1.73 0.721
C 1.18 0.38 1.35 -0.419
C -1.09 -0.48 -0.45 -0.553
C 0.35 0.27 0.20 -0.150
O -1.22 -0.83 -2.89 -0.436
H 2.02 1.19 1.38 0.216
H 0.88 0.05 2.29 0.190
H -1.57 -0.96 0.28 0.248
H 0.59 1.11 -0.42 0.183

---

9
Properties=species:S:1:pos:R:3:nbo_charge:R:1 method="wB97M-V/def2-TZVPD" e_above_lowest_kcal_mol=85.90 orbital_gap_ev=8.69 e_lumo_ev=-0.619 homo_energy_ev=-9.3
C -0.65 -0.11 -1.42 -0.421
C 0.19 -1.21 -1.90 0.272
C 0.77 -0.59 0.32 -0.135
C -0.34 0.27 -0.16 -0.072
O 1.14 -1.46 -0.69 -0.526
H -1.43 0.31 -1.93 0.225
H 1.74 -0.04 0.84 0.228
H 0.34 -1.20 1.29 0.221
H -0.75 0.90 0.51 0.208

---

9
Properties=species:S:1:pos:R:3:nbo_charge:R:1 method="wB97M-V/def2-TZVPD" e_above_lowest_kcal_mol=45.92 orbital_gap_ev=9.22 e_lumo_ev=0.777 homo_energy_ev=-8.4
C 0.72 -0.04 1.27 -0.585
C 0.36 0.33 -0.10 -0.154
C -0.29 -0.67 1.75 0.752
C -0.80 -0.14 -0.49 -0.452
O -1.15 -1.27 2.31 -0.460
H 1.68 0.01 1.73 0.272
H 1.26 0.87 -0.72 0.230
H -1.39 -0.03 -1.38 0.215
H -1.33 -0.78 0.18 0.181

---

10
Properties=species:S:1:pos:R:3:nbo_charge:R:1 method="wB97M-V/def2-TZVPD" e_above_lowest_kcal_mol=40.88 orbital_gap_ev=11.21 e_lumo_ev=0.946 homo_energy_ev=-10.3
O 2.15 -1.05 -0.52 -0.524
C 1.29 -0.45 0.05 0.795
O 1.20 0.94 0.31 -0.496
C -0.21 0.80 0.61 0.082
C -0.84 0.15 -0.69 -0.429
C -0.15 -0.65 0.41 -0.382
H -0.60 1.43 1.40 0.225
H -1.83 -0.27 -0.97 0.243
H -0.29 0.48 -1.56 0.235
H -0.71 -1.37 0.97 0.251